# 1
A cluster of 11 separate species, C49H118N16O11 in total in a non-equilibrium geometry, computed with ωB97M-V/def2-TZVPD.

CARTESIAN COORDINATES (ANGSTROEM)
C1 -3.881974 1.034911 3.534340
O1 -4.837514 1.803031 3.405120
N1 -2.860934 1.077561 2.784690
N2 -3.779464 0.217921 4.555850
H1 -2.926294 1.716241 2.004990
H2 -2.001554 0.592321 2.999400
H3 -4.537994 0.350001 5.209520
H4 -2.985504 -0.370379 4.764760
C2 3.679246 2.588821 2.060470
O2 4.079146 3.722361 1.879260
N3 3.466286 1.642171 1.210000
N4 3.227836 2.276551 3.275870
H5 3.284016 0.680091 1.457550
H6 3.856396 1.762071 0.286130
H7 2.995436 1.323291 3.515420
H8 3.432016 2.888871 4.052710
C3 0.927266 -4.744989 0.448150
O3 -0.210744 -4.361409 0.518840
N5 1.353216 -5.956519 0.659950
N6 1.982076 -4.080199 0.197200
H9 0.680726 -6.587559 1.071830
H10 2.303746 -6.250999 0.487070
H11 2.826106 -4.586959 -0.028440
H12 1.924546 -3.138159 -0.162440
C4 0.580916 -0.615129 0.055510
O4 1.722886 -0.990629 -0.208920
N7 -0.437784 -1.436889 0.136230
N8 0.301716 0.554701 0.398230
H13 -1.243184 -1.233919 0.710890
H14 -0.094954 -2.384959 0.197380
H15 -0.651074 0.883991 0.336190
H16 1.098876 1.173281 0.353460
C5 -3.111644 1.939291 -0.468580
O5 -2.320694 1.093571 -0.156330
N9 -3.048354 2.749491 -1.475140
N10 -4.283984 2.058521 0.068310
H17 -3.855154 3.336181 -1.633140
H18 -2.156854 2.885651 -1.929880
H19 -4.579734 1.374161 0.749700
H20 -4.791454 2.885021 -0.213560
C6 -0.740274 -4.715569 -4.264360
C7 0.625806 -4.088569 -4.258010
C8 1.629056 -5.104169 -3.947250
C9 2.111426 -6.013349 -5.156880
C10 2.614706 -5.156609 -6.210200
C11 1.638426 -3.969179 -6.594100
N11 0.953166 -3.283549 -5.403850
O6 0.007216 -2.337019 -5.727150
C12 2.479296 -2.824209 -7.217900
C13 0.596436 -4.492969 -7.630390
C14 0.605906 -3.165059 -3.011430
H21 -0.885584 -5.346719 -3.387640
H22 -0.832144 -5.309219 -5.173890
H23 -1.535964 -3.976849 -4.360740
H24 2.583646 -4.660439 -3.664500
H25 1.239886 -5.736199 -3.149010
H26 1.266646 -6.616769 -5.489040
H27 2.856956 -6.681859 -4.726320
H28 2.801546 -5.724329 -7.121730
H29 3.576186 -4.785749 -5.855070
H30 1.830296 -2.094489 -7.702060
H31 3.002996 -2.261269 -6.445290
H32 3.168876 -3.170069 -7.987950
H33 1.153976 -4.649599 -8.553820
H34 0.163546 -5.453269 -7.350170
H35 -0.138874 -3.711539 -7.822150
H36 1.548946 -2.622079 -2.948550
H37 0.427816 -3.761459 -2.116620
H38 -0.096084 -2.337989 -2.905280
H39 0.364736 -1.538199 -5.332600
C15 -0.601954 1.523941 5.654250
C16 -0.410184 -0.020479 5.890270
C17 -1.355634 -0.365969 7.047750
C18 -1.749804 -1.848689 7.203310
C19 -2.053454 -2.469879 5.871000
C20 -1.004674 -2.174279 4.694750
N12 -0.747204 -0.750429 4.684220
O7 -0.115254 -0.257299 3.547750
C21 0.268116 -2.979809 4.914910
C22 -1.786664 -2.661159 3.492870
C23 0.997796 -0.160589 6.479590
H40 0.216756 1.834511 5.005120
H41 -0.545704 2.008371 6.629060
H42 -1.539094 1.716671 5.132020
H43 -1.057844 0.026241 8.020160
H44 -2.257004 0.222321 6.875840
H45 -2.683524 -1.851969 7.765670
H46 -1.076474 -2.395559 7.863370
H47 -3.089914 -2.391609 5.542780
H48 -2.031194 -3.516409 6.174960
H49 0.208676 -3.601839 5.808020
H50 0.487346 -3.722749 4.148050
H51 1.134966 -2.323469 4.991570
H52 -1.871224 -3.747869 3.495360
H53 -2.740154 -2.189269 3.255610
H54 -1.135144 -2.494619 2.635040
H55 1.291316 -1.188419 6.692930
H56 1.216376 0.550601 7.276170
H57 1.724266 0.163911 5.734570
H58 0.743866 -0.682309 3.601490
C24 -1.649314 7.382881 4.662530
C25 -1.855074 6.106081 3.692800
C26 -3.307754 6.125471 3.232740
C27 -3.631384 5.247641 2.013350
C28 -2.643274 5.462011 0.867720
C29 -1.199554 5.302051 1.313530
N13 -0.988734 6.208311 2.531520
O8 0.366856 6.244461 2.884380
C30 -0.836064 3.798171 1.586080
C31 -0.394064 5.865531 0.106720
C32 -1.540564 4.903571 4.545110
H59 -2.024124 8.333511 4.283150
H60 -2.118054 7.288231 5.642040
H61 -0.592084 7.640011 4.727630
H62 -3.932364 5.698421 4.017340
H63 -3.840924 7.074691 3.179740
H64 -3.641054 4.193991 2.292360
H65 -4.659314 5.545911 1.807180
H66 -2.830924 6.452981 0.454360
H67 -3.044734 4.797891 0.102300
H68 -1.745314 3.216781 1.738890
H69 -0.105264 3.716551 2.390680
H70 -0.522534 3.299111 0.669170
H71 -0.340274 5.008451 -0.564570
H72 0.622416 6.147271 0.381480
H73 -0.888074 6.666411 -0.443400
H74 -0.513524 4.702091 4.849550
H75 -2.047914 4.902371 5.509830
H76 -2.013624 4.053011 4.054310
H77 0.413466 5.420001 3.373970
C33 1.524876 0.878461 -3.694590
C34 1.298896 2.438171 -3.627120
C35 2.475276 3.147791 -4.423660
C36 2.252696 4.567511 -4.831120
C37 0.923546 4.530751 -5.662610
C38 -0.374274 3.977391 -4.999820
N14 -0.009084 2.661111 -4.345180
O9 -1.053184 2.034531 -3.668430
C39 -1.015894 4.910861 -3.906990
C40 -1.371574 3.692551 -6.122940
C41 1.300996 2.794621 -2.110310
H78 0.844496 0.425511 -2.973450
H79 2.565636 0.703561 -3.421960
H80 1.076206 0.353101 -4.537680
H81 3.362836 3.203211 -3.793370
H82 2.579446 2.608071 -5.364910
H83 3.033976 5.080791 -5.391690
H84 2.192606 5.185131 -3.934990
H85 1.132186 4.098651 -6.641310
H86 0.757796 5.592291 -5.846360
H87 -1.973164 4.477131 -3.617830
H88 -0.393304 5.260421 -3.083410
H89 -1.381724 5.791031 -4.435750
H90 -0.990694 3.145631 -6.985440
H91 -2.254564 3.237651 -5.674060
H92 -1.831164 4.585951 -6.545690
H93 2.237456 2.416841 -1.699910
H94 0.603096 2.249691 -1.474640
H95 1.215856 3.878661 -2.034720
H96 -1.312874 1.317831 -4.251960
C42 6.984766 -2.455239 -0.359520
C43 5.683236 -2.055719 0.383730
C44 5.972516 -0.968149 1.465650
O10 6.734626 -1.426019 2.617100
C45 6.920086 -0.489499 3.657470
N15 4.747966 -1.694969 -0.648020
H97 7.299146 -1.687549 -1.066570
H98 6.974516 -3.405619 -0.893150
H99 7.842036 -2.407199 0.311960
H100 5.292036 -2.932909 0.899080
H101 5.074036 -0.435289 1.776920
H102 6.623896 -0.185459 1.076800
H103 5.995706 0.064541 3.820770
H104 7.714836 0.245881 3.532260
H105 7.207226 -0.926149 4.614020
H106 4.769176 -0.704839 -0.846240
H107 3.853366 -1.901919 -0.227330
C46 -3.156904 -3.256179 0.100290
C47 -3.637524 -4.478559 -0.801050
C48 -4.606384 -4.243359 -1.982750
O11 -5.141184 -5.436949 -2.592930
C49 -5.895104 -6.262299 -1.687120
N16 -2.478404 -5.175989 -1.321680
H108 -2.578484 -2.436749 -0.326400
H109 -2.569244 -3.680479 0.914360
H110 -3.987734 -2.837569 0.668260
H111 -4.125014 -5.077979 -0.032190
H112 -4.193204 -3.524689 -2.690490
H113 -5.420564 -3.643189 -1.576520
H114 -5.470074 -6.485609 -0.708560
H115 -6.022524 -7.227499 -2.177280
H116 -6.817454 -5.711339 -1.503230
H117 -1.709654 -4.994519 -0.692240
H118 -2.374524 -4.744649 -2.229010

Atoms 1-2, force components in eV/Å:
C -2.63 1.74 1.77
O -0.85 0.02 -0.43

The calculation puts the molecular weight at 1107.584 g/mol. For the LUMO energy, the calculation gives 0.0 eV. As for the HOMO energy: -7.9 eV. For the calculated total energy, the calculation gives -99084.9085 eV. The total charge is 0. For the frontier orbital gap, the calculation gives 7.915 eV. The calculation puts the energy relative to the best compared isomer or geometry (same formula, charge and spin) at 0.207 eV. Its SMILES is CC1(C)CCCC(C)(C)N1O.CC1(C)CCCC(C)(C)N1O.CC1(C)CCCC(C)(C)N1O.CC1(C)CCCC(C)(C)N1O.COC[C@H](C)N.COC[C@H](C)N.NC(N)=O.NC(N)=O.NC(N)=O.NC(N)=O.NC(N)=O. Its multiplicity is 1.


# 2
A structure of composition C15H41AlCl2N2O6Si4Te in a non-equilibrium geometry, computed with ωB97M-V/def2-TZVPD.

CARTESIAN COORDINATES (ANGSTROEM)
Al1 -0.689694 1.083290 -0.159502
O1 -0.305596 -1.799389 -2.005112
Cl1 -1.448088 -1.762021 -1.184908
O2 -2.605897 -2.143659 -1.847246
O3 -1.215927 -2.489477 0.003536
O4 -1.603166 -0.351736 -0.744783
N1 0.004584 1.591749 1.807551
C1 -0.253492 0.602351 2.872326
C2 1.041566 0.023208 3.436833
C3 1.707768 -1.014336 2.534930
C4 2.060312 -0.539129 1.127095
N2 0.868451 -0.470750 0.268963
H1 0.974287 1.894656 1.838625
H2 -0.560979 2.421610 1.955521
H3 -0.873708 -0.194150 2.441817
H4 -0.823195 1.056808 3.686220
H5 0.817533 -0.465428 4.386931
H6 1.737106 0.840732 3.644161
H7 1.040732 -1.873491 2.450492
H8 2.623994 -1.355369 3.017521
H9 2.771502 -1.256322 0.705673
H10 2.548896 0.439165 1.146803
H11 0.340636 -1.331482 0.434189
H12 1.155522 -0.526565 -0.710632
Cl2 -4.725420 2.453922 1.735989
C5 -4.313599 2.818317 0.052773
C6 -3.021461 2.126672 -0.370079
O5 -2.773595 1.947556 -1.544979
O6 -2.189669 1.837833 0.561533
H13 -4.150430 3.897962 -0.013749
H14 -5.141781 2.524820 -0.593626
C7 0.249254 1.157618 -6.860530
Si1 0.046703 0.740880 -4.999814
C8 -1.420826 -0.474349 -4.840654
C9 1.616465 -0.185166 -4.419097
Si2 -0.188285 2.820338 -3.904336
Te1 0.761467 2.644442 -1.495735
Si3 1.455338 4.448974 -4.513955
C10 3.246049 3.762369 -4.515051
C11 1.192983 5.249116 -6.231919
C12 1.500597 5.897141 -3.254014
Si4 -2.374909 3.675591 -4.220713
C13 -3.809328 2.430399 -4.441832
C14 -2.840094 4.975846 -2.886768
C15 -2.340986 4.556853 -5.929361
H15 0.478264 0.275241 -7.452528
H16 1.049946 1.873882 -7.014620
H17 -0.655550 1.600066 -7.268117
H18 -1.677778 -0.934380 -5.792916
H19 -2.311994 0.017238 -4.464360
H20 -1.186886 -1.273969 -4.145373
H21 1.980621 -0.872774 -5.177113
H22 1.391834 -0.772903 -3.534334
H23 2.429121 0.492172 -4.175673
H24 3.406665 3.059658 -5.325391
H25 3.464845 3.254169 -3.582048
H26 3.973900 4.561126 -4.626477
H27 0.853612 4.520093 -6.960934
H28 2.112825 5.688046 -6.608915
H29 0.451653 6.040844 -6.190186
H30 1.837527 5.545263 -2.284226
H31 0.518967 6.340366 -3.121385
H32 2.175068 6.690132 -3.563441
H33 -3.904502 1.790555 -3.572835
H34 -3.628776 1.801341 -5.310078
H35 -4.764674 2.930730 -4.596256
H36 -3.910651 4.997237 -2.699532
H37 -2.536932 5.973241 -3.195010
H38 -2.350046 4.755004 -1.941435
H39 -1.905748 3.903560 -6.681756
H40 -1.755393 5.469583 -5.916067
H41 -3.338218 4.819546 -6.276331

Atoms 1-2, force components in eV/Å:
Al 0.98 0.10 1.18
O 0.98 -0.08 -0.98

The calculation puts the molecular weight at 683.333 g/mol. For the LUMO energy, the calculation gives 0.0 eV. As for the HOMO energy: -7.8 eV. For the calculated total energy, the calculation gives -101932.1477 eV. The total charge is 0. For the frontier orbital gap, the calculation gives 7.783 eV. The calculation puts the energy relative to the best compared isomer or geometry (same formula, charge and spin) at 1.201 eV. Its multiplicity is 1.


# 3
A cluster of 2 separate species, C6H15NO in total in a non-equilibrium geometry, computed with ωB97M-V/def2-TZVPD.

CARTESIAN COORDINATES (ANGSTROEM)
C1 -1.949099 0.296369 0.004355
C2 -1.115183 0.212619 -1.321231
C3 -1.603492 -0.515302 1.214579
O1 -2.242591 -1.428165 1.609931
N1 -0.689706 0.007865 2.006665
H1 -2.271479 1.470687 0.368992
H2 -3.032031 0.002648 -0.228901
H3 -1.064668 -0.838772 -1.780388
H4 -0.032692 0.562741 -1.058294
H5 -0.734709 -0.470845 2.899565
H6 -0.151810 0.907815 1.841071
H7 -1.684133 0.716076 -2.087611
C4 2.140990 0.006178 -0.583821
C5 2.082715 -0.521274 -1.942463
C6 2.677226 1.562886 -0.480138
H8 2.861559 -0.543576 0.107224
H9 1.192678 -0.104793 -0.155080
H10 1.765149 -1.527418 -1.900475
H11 1.351576 0.039216 -2.560341
H12 2.887305 1.768614 0.539957
H13 1.699314 2.109237 -0.666024
H14 3.039820 -0.514440 -2.399652
H15 3.543834 1.544234 -1.193833

Atoms 1-2, force components in eV/Å:
C -3.53 2.22 -1.32
C 1.12 -0.97 1.43

The calculation puts the molecular weight at 117.192 g/mol. For the LUMO energy, the calculation gives 0.7 eV. As for the HOMO energy: -9.8 eV. For the calculated total energy, the calculation gives -10001.2972 eV. The total charge is 0. For the frontier orbital gap, the calculation gives 10.488 eV. The calculation puts the energy relative to the best compared isomer or geometry (same formula, charge and spin) at 2.460 eV. Its SMILES is CCC(N)=O.CCC. Its multiplicity is 1.